{
  "formula": "C6H10Br3N2",
  "method": "the ωB97M-V functional and the def2-TZVPD basis",
  "e_homo_ev": -13.66,
  "total_charge": 1,
  "de_lowest_ev": 0.480,
  "molar_mass_g_mol": 349.87,
  "energy_ha": -8065.8141,
  "elements": ["C", "H", "H", "C", "H", "C", "H", "H", "C", "C", "H", "H", "N", "Br", "H", "N", "H", "Br", "Br", "C", "H"],
  "xyz": [[0.222, -1.524, 0.256], [-0.721, 0.053, 1.474], [1.834, 1.007, -1.203], [1.875, 0.527, -0.275], [-0.728, 0.230, -2.320], [3.187, 0.130, 0.113], [1.161, -1.272, -1.680], [1.208, -2.130, 0.556], [-0.615, -0.126, -1.358], [0.195, -0.263, 1.258], [-1.535, -0.510, -1.041], [0.002, 1.936, -1.114], [0.332, -1.043, -1.092], [4.338, 1.842, -0.091], [-1.276, 1.545, -0.012], [0.728, 0.759, 0.387], [0.776, -0.591, 2.213], [3.624, -0.622, 1.826], [3.710, -1.235, -1.261], [-0.366, 1.157, -0.475], [-0.723, -2.039, 0.267]],
  "atomic_forces_ev_per_a": [[2.4, -0.8, 0.3], [-3.8, 0.9, 1.3], [0.5, 0.7, -1.4], [-3.8, 1.4, 1.0], [0.1, 0.2, -2.3], [3.0, -0.6, 0.2], [-1.4, 0.2, 0.6], [-2.6, 0.9, -0.8], [-1.3, 1.7, 0.7], [4.5, -2.7, 0.4], [-1.7, -0.6, 0.3], [0.2, 0.5, -0.3], [3.8, -2.6, -0.4], [-1.0, -1.4, 0.0], [0.4, -0.4, 0.5], [1.5, 0.4, 1.0], [-0.9, 1.1, -1.8], [-0.5, 0.2, -0.1], [0.0, 0.8, 0.4], [0.8, 0.6, -0.5], [-0.1, -0.7, 0.8]]
}